Record 1
This record from the OMol25 dataset describes C33H35Cl5MnN4P2 as an isolated structure at a distorted geometry. The level of theory is ωB97M-V with the def2-TZVPD basis set.

Results
Gap between HOMO and LUMO (alpha / beta) in eV: 5.634 / 7.970
Calculated total energy in Ha: -5632.02891
Energy above the lowest of the compared OMol25 structures with the same formula, charge and spin in kcal per mole: 0.4
<S²>: 8.78
Multiplicity: 6

Positions of all 80 atoms, in Å:
Mn: -0.0384 -2.5126 1.1913
C: 0.3307 3.4328 -4.5512
C: 0.9368 3.6950 -3.3882
C: 0.5692 4.7751 -2.4207
C: -0.9325 5.1378 -2.3330
C: -1.8487 3.9419 -2.2797
C: -2.3976 3.3315 -3.3364
C: -2.2057 3.7483 -4.7737
C: -0.7913 4.2191 -5.1716
C: -1.5754 -3.6340 1.6387
H: 0.6656 2.5965 -5.1739
H: 1.8559 3.1682 -3.1208
H: 1.1393 5.6878 -2.6662
H: 0.9051 4.4757 -1.4150
H: -1.0635 5.6875 -1.3852
H: -1.1917 5.8332 -3.1443
H: -2.0869 3.6109 -1.2650
H: -3.1225 2.5294 -3.1956
H: -2.9145 4.5559 -5.0214
H: -2.4758 2.9037 -5.4254
H: -0.7111 4.0733 -6.2624
H: -0.6842 5.2977 -4.9859
H: -1.2263 -4.5828 1.1936
H: -2.5677 -3.3676 1.2549
H: -1.5774 -3.7096 2.7349
P: -1.4382 -0.6344 1.4959
P: 1.5758 -0.6939 0.6650
N: -2.9300 -0.6252 0.5869
N: -1.9669 -0.3966 3.1898
N: 1.6593 -0.4656 -1.0616
N: 3.2784 -0.5563 0.9888
C: -0.6604 0.9532 1.0403
C: 0.8689 0.9067 1.2050
C: -3.3169 -1.6288 -0.3110
C: -4.5699 -1.3125 -0.8054
C: -4.9605 -0.0620 -0.2339
C: -3.9402 0.3373 0.6229
C: -2.6939 -1.2996 3.9698
C: -2.9266 -0.7413 5.2207
C: -2.3242 0.5632 5.2184
C: -1.7401 0.7348 3.9689
C: 1.3942 -1.5071 -1.9653
C: 1.2778 -0.9615 -3.2386
C: 1.5053 0.4461 -3.1275
C: 1.7584 0.7186 -1.7891
C: 4.2599 0.1962 0.3262
C: 5.4688 0.0398 1.0018
C: 5.2184 -0.8044 2.1392
C: 3.8735 -1.1485 2.1139
H: -1.1111 1.7430 1.6548
H: -0.9438 1.1642 -0.0045
H: 1.3515 1.7394 0.6724
H: 1.1375 0.9924 2.2717
H: -2.6628 -2.4665 -0.5214
H: -5.1347 -1.9227 -1.5047
H: -5.8730 0.4810 -0.4406
H: -3.8369 1.2119 1.2509
H: -2.9872 -2.2667 3.5669
H: -3.4598 -1.1967 6.0395
H: -2.3200 1.2777 6.0229
H: -1.1894 1.5803 3.5705
H: 1.3387 -2.5282 -1.6236
H: 1.0544 -1.4953 -4.1512
H: 1.4601 1.1770 -3.9236
H: 2.0373 1.6488 -1.3074
H: 4.0194 0.7710 -0.5556
H: 6.4131 0.4838 0.7211
H: 5.9453 -1.1016 2.8853
H: 3.2783 -1.7435 2.7930
Cl: 1.1637 -2.7691 4.1940
C: 1.7398 -3.9878 3.0854
C: 1.2446 -3.9601 1.7830
C: 1.6287 -4.9497 0.8886
Cl: 0.9302 -4.9208 -0.7091
C: 2.5662 -5.9484 1.2467
Cl: 3.0702 -7.1084 0.1017
C: 3.1069 -5.9482 2.5554
Cl: 4.2786 -7.0996 3.0056
C: 2.6908 -4.9489 3.4810
Cl: 3.4008 -4.8617 5.0324

***

Record 2
This record from the OMol25 dataset describes a 3-piece molecular cluster, C22H37IN2O8P2 overall at a distorted geometry. The level of theory is ωB97M-V with the def2-TZVPD basis set.

Results
Gap between HOMO and LUMO in eV: 7.594
Calculated total energy in Ha: -2552.01380
SMILES: N#C[C@@H](I)[C@@H](C#N)c1ccccc1.CCOP(=O)(OCC)OCC.CCOP(=O)(OCC)OCC

Positions of all 72 atoms, in Å:
N: 1.2415 0.3981 -0.8324
C: 0.9747 0.4451 -2.0111
C: 0.4269 0.5779 -3.5041
I: 1.8599 1.4382 -4.8980
C: -0.1222 -0.9032 -3.9498
C: 0.5960 -2.0999 -3.1741
N: 1.3205 -2.7730 -2.4643
C: -1.7168 -0.8675 -3.6101
C: -2.6015 -0.1134 -4.6875
C: -4.1462 0.0245 -4.4699
C: -4.7238 -0.6128 -3.1474
C: -3.8460 -1.3531 -2.0720
C: -2.2905 -1.5016 -2.2957
H: -0.4929 1.2787 -3.4839
H: -0.0066 -1.0988 -5.0728
H: -2.0917 0.3295 -5.6188
H: -4.7962 0.5941 -5.2382
H: -5.8559 -0.4800 -2.9817
H: -4.2818 -1.7827 -1.1005
H: -1.5889 -2.0355 -1.5460
C: -5.6310 5.0481 -2.1204
C: -4.6392 3.9010 -2.1703
O: -3.7764 3.9261 -1.0438
P: -4.3493 3.3431 0.3945
O: -4.1963 1.8560 0.0489
O: -2.9258 3.4470 1.2483
C: -2.4537 2.3240 1.9887
C: -1.3696 1.5983 1.2130
O: -4.6104 4.9778 0.8412
C: -5.1230 5.2148 2.1552
C: -3.9990 5.4576 3.1498
H: -6.3363 4.9150 -1.2945
H: -6.2031 5.1054 -3.0509
H: -5.1192 5.9987 -1.9588
H: -5.1557 2.9367 -2.2322
H: -4.0121 3.9996 -3.0597
H: -3.2759 1.6549 2.2567
H: -2.0311 2.6995 2.9256
H: -1.7041 1.3212 0.2112
H: -1.0558 0.6944 1.7393
H: -0.4983 2.2452 1.0819
H: -5.7597 4.3860 2.4746
H: -5.7443 6.1116 2.0947
H: -3.5783 4.5114 3.4960
H: -4.3685 5.9846 4.0330
H: -3.1863 6.0336 2.7010
C: 7.2482 -0.8070 2.8083
C: 7.3315 -2.2114 3.3765
O: 6.1128 -2.9114 3.1813
P: 5.8094 -3.5543 1.6874
O: 6.7272 -4.7746 1.8369
O: 4.4133 -4.3664 2.0854
C: 4.2612 -5.7396 1.7379
C: 4.5396 -6.6242 2.9402
O: 4.8094 -2.1905 1.4107
C: 4.1219 -2.1358 0.1558
C: 2.7288 -2.7333 0.2629
H: 7.1771 -0.8341 1.7168
H: 8.1360 -0.2276 3.0775
H: 6.3606 -0.2896 3.1775
H: 8.1645 -2.7668 2.9316
H: 7.5051 -2.1590 4.4540
H: 4.8952 -6.0033 0.8870
H: 3.2247 -5.8869 1.4198
H: 5.5174 -6.4172 3.3793
H: 4.4977 -7.6795 2.6617
H: 3.8008 -6.4408 3.7249
H: 4.7051 -2.6330 -0.6233
H: 4.0359 -1.0797 -0.1110
H: 2.7681 -3.8216 0.1814
H: 2.0896 -2.3765 -0.5469
H: 2.2630 -2.4924 1.2217

***

Record 3
This record from the OMol25 dataset describes C46H57CdN6O4P3Se2Si2 as an isolated structure at a distorted geometry. The level of theory is ωB97M-V with the def2-TZVPD basis set.

Results
Total charge: -2
Gap between HOMO and LUMO in eV: 5.130
Calculated total energy in Ha: -8990.33513
Energy above the lowest of the compared OMol25 structures with the same formula, charge and spin in kcal per mole: 76.0

Positions of all 121 atoms, in Å:
Cd: -0.3859 -0.7280 -2.0518
C: 0.3127 -5.7412 -2.6329
C: 0.8999 -4.4669 -3.2292
C: 1.6552 -4.7573 -4.5201
O: -0.1594 -3.5332 -3.4926
C: 1.9079 -3.8645 -2.1814
O: 2.9273 -4.5619 -2.0073
O: 1.5869 -2.7777 -1.6390
H: -0.2680 -6.2947 -3.3810
H: -0.3433 -5.4798 -1.8004
H: 1.1190 -6.3744 -2.2607
H: 1.0698 -5.4006 -5.1911
H: 2.5958 -5.2486 -4.2777
H: 1.8768 -3.8177 -5.0341
H: -0.5140 -3.7585 -4.3582
C: 2.0179 2.7661 -0.8168
Si: 2.6034 1.5317 -2.1162
C: 3.7830 0.3022 -1.3296
C: 3.3384 2.4563 -3.5946
C: 4.4208 3.3125 -3.8073
C: 4.6300 3.8573 -5.0694
C: 3.7719 3.5342 -6.1200
C: 2.6978 2.6745 -5.9127
C: 2.4597 2.1307 -4.6480
Si: 1.0957 0.9430 -3.8473
C: -0.4484 1.9634 -4.2667
C: 1.2561 -0.5666 -4.9962
H: 2.8359 3.0728 -0.1553
H: 1.2252 2.3228 -0.2017
H: 1.6022 3.6595 -1.2907
H: 4.4628 0.7934 -0.6248
H: 4.3778 -0.2096 -2.0916
H: 3.2170 -0.4665 -0.7922
H: 5.1038 3.5600 -2.9986
H: 5.4617 4.5334 -5.2409
H: 3.9434 3.9642 -7.1021
H: 2.0415 2.4335 -6.7470
H: -0.4363 2.2473 -5.3253
H: -0.4584 2.8810 -3.6675
H: -1.3758 1.4241 -4.0540
H: 0.3209 -0.7406 -5.5383
H: 1.4822 -1.4675 -4.4156
H: 2.0579 -0.4139 -5.7253
Se: -1.4059 5.2395 4.1157
P: -0.3756 3.3958 3.9869
C: -0.8741 2.3824 5.4200
C: -0.4109 2.6432 6.7082
C: -0.9049 1.9279 7.7875
C: -1.8728 0.9489 7.5941
C: -2.3496 0.6969 6.3174
C: -1.8570 1.4155 5.2351
C: 1.4161 3.7219 4.0476
C: 2.2540 3.2906 3.0250
C: 3.6033 3.6214 3.0400
C: 4.1247 4.3786 4.0772
C: 3.2855 4.8426 5.0825
C: 1.9346 4.5338 5.0565
C: -0.6916 2.3760 2.5520
C: -0.3643 1.0703 2.0975
N: -0.9983 0.9336 0.9131
N: -1.6709 2.0504 0.6602
N: -1.5064 2.9262 1.6253
P: 0.5308 -0.4347 2.6202
Se: 1.1699 -1.6631 1.0237
C: -0.6954 -1.2807 3.6884
C: -0.3487 -1.9842 4.8381
C: -1.3096 -2.7112 5.5307
C: -2.6136 -2.7707 5.0616
C: -2.9549 -2.1118 3.8863
C: -2.0005 -1.3739 3.2027
C: 1.8755 0.0310 3.7683
C: 3.1825 -0.1444 3.3204
C: 4.2528 0.1432 4.1558
C: 4.0229 0.6054 5.4448
C: 2.7218 0.7663 5.9014
C: 1.6512 0.4750 5.0683
H: 0.3448 3.4007 6.8669
H: -0.5379 2.1372 8.7857
H: -2.2571 0.3890 8.4390
H: -3.1033 -0.0635 6.1559
H: -2.2376 1.2251 4.2402
H: 1.8519 2.7066 2.2073
H: 4.2448 3.2830 2.2351
H: 5.1809 4.6233 4.0940
H: 3.6835 5.4611 5.8788
H: 1.2650 4.9588 5.7932
H: 0.6734 -1.9638 5.1921
H: -1.0340 -3.2356 6.4383
H: -3.3590 -3.3438 5.6018
H: -3.9664 -2.1709 3.5007
H: -2.2574 -0.8664 2.2796
H: 3.3394 -0.5174 2.3136
H: 5.2680 0.0050 3.8024
H: 4.8576 0.8404 6.0955
H: 2.5374 1.1208 6.9094
H: 0.6394 0.5918 5.4316
O: -3.9029 0.1987 -0.3645
H: -3.7704 1.1477 -0.4871
H: -3.0243 -0.0752 -0.0648
C: -5.1063 -1.9210 -5.4953
N: -3.7517 -2.4232 -5.2914
C: -3.8140 -3.5680 -4.3843
N: -4.4713 -3.2774 -3.1166
C: -5.8020 -2.7548 -3.3880
N: -5.8178 -1.5845 -4.2640
C: -5.1869 -0.4409 -3.5830
P: -3.3805 -0.6654 -3.0757
C: -2.8774 -1.3675 -4.7476
C: -3.6713 -2.3519 -2.3015
H: -5.6790 -2.6943 -6.0164
H: -5.0575 -1.0322 -6.1284
H: -2.8020 -3.9155 -4.1763
H: -4.3693 -4.3670 -4.8853
H: -6.2762 -2.4873 -2.4411
H: -6.3862 -3.5464 -3.8676
H: -5.7619 -0.2126 -2.6819
H: -5.2379 0.4324 -4.2398
H: -1.8631 -1.7605 -4.6402
H: -2.8348 -0.5472 -5.4708
H: -4.1779 -2.1948 -1.3475
H: -2.7001 -2.8089 -2.1012